(1)
Computed, not measured: C43H61HfN6P2 as an isolated structure, with ωB97M-V/def2-TZVPD.

XYZ file:
```
113
Properties=species:S:1:pos:R:3:mulliken_charge:R:1
Hf 0.4299 0.2200 0.3445 0.146
C -1.1362 3.5466 2.7015 -1.543
P -0.1044 2.0531 2.6526 1.777
C 1.3960 2.7263 3.4564 -1.579
C -0.8846 1.0391 3.9608 -1.255
C -0.1626 -0.2790 4.1848 -1.086
P -0.2098 -1.3298 2.6780 1.256
C -1.8799 -2.0291 2.8361 -1.364
C 0.8513 -2.7471 3.0715 -1.179
H -1.0753 3.9459 3.7162 0.646
H -2.1718 3.3295 2.4664 0.431
H -0.7670 4.2943 2.0023 0.233
H 1.1822 2.8838 4.5154 0.527
H 1.6107 3.6996 3.0166 0.483
H 2.2815 2.1083 3.3599 0.314
H -1.9205 0.8697 3.6543 0.359
H -0.9252 1.6267 4.8811 0.795
H -0.6395 -0.8521 4.9843 0.701
H 0.8631 -0.1109 4.5141 0.447
H -1.9151 -2.5693 3.7842 0.692
H -2.0978 -2.7185 2.0263 0.175
H -2.6303 -1.2385 2.8542 0.218
H 0.6175 -3.0742 4.0868 0.723
H 1.9107 -2.5093 3.0087 0.175
H 0.6330 -3.5576 2.3773 0.166
C -3.3725 1.1969 1.1085 -1.028
C -3.6630 2.2185 0.0123 -0.350
C -4.1311 1.6048 -1.3095 -1.645
C -2.5724 3.2698 -0.1415 0.427
C -2.9876 4.5855 0.0685 -0.689
C -2.1287 5.6566 -0.0589 -1.415
C -0.8170 5.4192 -0.4175 -0.881
C -0.3366 4.1304 -0.6432 0.313
C 1.1131 4.0521 -1.0934 0.107
C 1.2875 3.5533 -2.5274 -1.670
C 2.0147 3.3790 -0.0678 -1.761
C -1.2253 3.0524 -0.4780 -0.648
N -0.7753 1.6646 -0.7748 1.025
C -1.0548 1.3321 -2.0101 -0.441
C -0.8922 0.0976 -2.7120 -0.126
C -1.1564 0.2179 -4.1003 -0.409
C -1.0111 -0.8376 -4.9615 -1.321
C -0.6178 -2.0681 -4.4335 -1.008
C -0.3840 -2.2305 -3.0824 -1.143
C -0.4999 -1.1664 -2.1806 1.654
N -0.2447 -1.3634 -0.8156 1.140
C -0.1782 -2.7772 -0.4016 -0.749
C 1.0809 -3.4078 -0.2904 1.194
C 1.1460 -4.7296 0.1450 -0.402
C 0.0054 -5.4411 0.4491 -1.282
C -1.2228 -4.8397 0.2547 -0.137
C -1.3593 -3.5277 -0.2017 -0.109
C -2.8062 -3.1662 -0.5363 -0.191
C -3.1790 -3.6357 -1.9498 -1.769
C -3.2577 -1.7389 -0.3150 -0.307
C 2.3949 -2.7881 -0.7326 1.274
C 2.9278 -3.4898 -1.9899 -1.624
C 3.4722 -2.8246 0.3545 -1.472
H -4.1665 0.4530 1.1527 0.809
H -3.3244 1.6769 2.0862 0.676
H -2.4297 0.6574 0.9418 -0.073
H -4.5253 2.7827 0.3721 0.811
H -3.4409 0.8762 -1.7272 0.249
H -4.3054 2.3843 -2.0521 0.319
H -5.0771 1.0845 -1.1559 0.523
H -4.0230 4.7637 0.3287 0.504
H -2.4804 6.6660 0.1038 0.446
H -0.1409 6.2548 -0.5460 0.470
H 1.4506 5.0902 -1.1133 0.896
H 1.0396 2.5021 -2.6523 0.276
H 2.3227 3.6840 -2.8475 0.510
H 0.6604 4.1321 -3.2056 0.397
H 1.6646 2.3810 0.2292 0.552
H 2.0665 3.9669 0.8475 0.592
H 3.0297 3.2512 -0.4499 0.518
H -1.4766 2.1300 -2.6193 0.364
H -1.4764 1.1806 -4.4797 0.608
H -1.2135 -0.7257 -6.0167 0.493
H -0.5102 -2.9233 -5.0885 0.515
H -0.1230 -3.2093 -2.7103 1.019
H 2.1104 -5.2133 0.2269 0.367
H 0.0656 -6.4635 0.7965 0.489
H -2.1229 -5.4159 0.4315 0.562
H -3.3944 -3.7813 0.1507 0.891
H -2.8186 -2.9429 -2.7109 0.238
H -4.2642 -3.6823 -2.0389 0.520
H -2.7827 -4.6269 -2.1685 0.382
H -2.7229 -1.0311 -0.9427 -0.234
H -3.1392 -1.4388 0.7221 -0.289
H -4.3172 -1.6536 -0.5609 0.653
H 2.2020 -1.7543 -1.0059 -1.030
H 3.1408 -4.5401 -1.7901 0.386
H 3.8589 -3.0239 -2.3182 0.457
H 2.2215 -3.4426 -2.8169 0.298
H 3.7499 -3.8475 0.6063 0.465
H 3.1564 -2.3380 1.2790 0.094
H 4.3846 -2.3406 -0.0035 0.417
N 4.7634 0.2489 1.2685 0.237
C 4.4512 0.0066 2.5853 -1.186
C 3.0982 -0.0559 2.6398 -1.062
N 2.5690 0.1496 1.3780 1.300
C 3.6186 0.3142 0.5805 -0.989
C 3.3994 0.4278 -0.8401 0.070
N 2.1530 0.4165 -1.2926 1.268
C 2.2620 0.3718 -2.6725 -0.199
C 3.5735 0.3680 -3.0212 -1.755
N 4.2829 0.4052 -1.8456 0.087
H 5.7009 0.3417 0.9063 0.223
H 5.2050 -0.0950 3.3462 0.518
H 2.4895 -0.2376 3.5023 0.308
H 1.4145 0.3445 -3.3299 0.454
H 4.0556 0.3483 -3.9826 0.556
H 5.2898 0.3967 -1.7785 0.214
```

As for the total charge: +3. The calculation puts the electronic energy at -2733.71145 Ha. The calculation puts the gap between HOMO and LUMO at 7.039 eV. For the energy above the lowest of the compared OMol25 structures with the same formula, charge and spin, the calculation gives 0.00 kJ/mol.



(2)
Computed, not measured: C50H38BrClN2O5PSn as an isolated structure at a distorted geometry, with ωB97M-V/def2-TZVPD.

XYZ file:
```
99
Properties=species:S:1:pos:R:3:mulliken_charge:R:1
Sn -0.3126 0.4048 -0.1769 0.724
C 0.1530 -7.2716 1.6437 -0.500
O -0.8863 -6.8233 2.5014 -0.482
C -1.2210 -5.5175 2.4671 0.779
C -2.3959 -5.1565 3.1210 -1.338
C -2.8441 -3.8580 3.0185 -0.770
C -2.1265 -2.8669 2.3415 -0.137
C -2.9064 -1.6168 2.0187 0.969
C -3.5370 -0.8136 3.1290 -1.204
O -3.0676 -1.3130 0.8604 -0.545
C -0.8872 -3.2157 1.8321 -1.036
O 0.0065 -2.2540 1.3124 1.021
C -0.4627 -4.5321 1.8400 1.151
H 0.0562 -8.3516 1.5861 0.319
H 1.1342 -7.0176 2.0489 0.135
H 0.0433 -6.8482 0.6441 0.246
H -2.9614 -5.9142 3.6448 0.512
H -3.8198 -3.6097 3.4164 0.510
H -3.6509 -1.3778 4.0531 0.433
H -4.4947 -0.4142 2.8029 0.439
H -2.8864 0.0398 3.3199 0.036
H 0.4620 -4.7833 1.3505 0.523
C 2.6555 -4.9932 4.9729 -0.801
C 2.8201 -5.1532 3.5996 -0.809
C 2.3934 -4.1674 2.7347 0.237
C 1.7846 -3.0094 3.2352 0.126
C 1.6269 -2.8527 4.6063 -0.919
C 2.0602 -3.8512 5.4728 -0.758
P 1.3096 -1.6806 2.0924 1.460
C 0.8710 -0.2524 3.0560 1.061
C -0.2534 -0.2768 3.8823 -1.222
C -0.5229 0.8091 4.6953 -1.306
C 0.3314 1.9069 4.6987 -0.744
C 1.4433 1.9355 3.8727 -0.775
C 1.7198 0.8564 3.0483 -0.532
C 2.7884 -1.3240 1.0970 0.645
C 3.9403 -1.7058 1.7752 -0.863
C 5.2278 -1.5227 1.2430 -1.436
C 5.3479 -0.9409 0.0148 -0.764
C 4.2064 -0.4548 -0.6643 1.292
C 4.4147 0.2292 -1.8859 -0.809
C 3.3649 0.8102 -2.5367 -1.468
C 2.0833 0.7170 -1.9564 -0.128
C 1.8248 0.0327 -0.7858 0.079
C 2.8996 -0.5932 -0.1202 0.074
H 3.0139 -5.7554 5.6514 0.428
H 3.2923 -6.0441 3.2075 0.574
H 2.5665 -4.2667 1.6702 0.574
H 1.1974 -1.9435 5.0011 0.378
H 1.9461 -3.7164 6.5396 0.460
H -0.9000 -1.1417 3.8972 1.344
H -1.3979 0.8025 5.3320 0.525
H 0.1176 2.7555 5.3344 0.455
H 2.0840 2.8055 3.8529 0.370
H 2.5798 0.8857 2.3926 0.331
H 3.8866 -2.1658 2.7391 0.756
H 6.0919 -1.8499 1.8039 0.459
H 6.3200 -0.8016 -0.4417 0.446
H 5.4237 0.2953 -2.2720 0.409
H 3.5099 1.3460 -3.4653 0.446
H 1.2741 1.2284 -2.4583 0.490
Br 0.0587 -7.3376 -3.0971 -0.145
C -0.2593 -5.4955 -2.8052 -0.111
C 0.7966 -4.6549 -2.4874 -0.463
C 0.5543 -3.3043 -2.3042 0.019
C -0.7284 -2.7892 -2.4592 -0.514
C -1.7829 -3.6540 -2.7412 -0.092
C -1.5513 -5.0075 -2.9145 -0.800
N -0.8898 -1.3903 -2.3449 0.314
C -1.7323 -0.8071 -3.0909 -0.504
C -1.9342 0.6412 -3.0520 0.379
C -2.9315 1.2172 -3.8200 -1.082
C -3.0669 2.5993 -3.8325 -0.471
C -2.1903 3.3613 -3.0823 -1.013
C -1.2319 2.7034 -2.3238 -0.498
N -1.1162 1.3783 -2.2965 0.193
H 1.8011 -5.0482 -2.4183 0.505
H 1.3681 -2.6198 -2.0953 0.333
H -2.7931 -3.2739 -2.8187 0.541
H -2.3626 -5.6795 -3.1550 0.439
H -2.2939 -1.3413 -3.8619 0.587
H -3.5993 0.5878 -4.3925 0.495
H -3.8388 3.0693 -4.4267 0.465
H -2.2458 4.4403 -3.0652 0.481
H -0.5380 3.2491 -1.6986 0.787
Cl -5.1739 6.1219 -0.2159 -0.206
C -3.6669 5.3467 0.1547 0.371
C -2.5539 6.1178 0.4549 -0.720
C -1.3638 5.4902 0.7851 -0.500
C -1.2697 4.1026 0.7926 0.429
C -2.3952 3.3508 0.4775 0.292
C -3.5976 3.9637 0.1628 -1.024
C 0.0433 3.4572 1.1818 -0.314
O 0.7747 4.0386 1.9539 -0.676
O 0.3247 2.3019 0.6443 -0.245
H -2.6273 7.1963 0.4453 0.466
H -0.4897 6.0725 1.0430 0.490
H -2.3476 2.2689 0.4949 0.411
H -4.4743 3.3759 -0.0729 0.511
```

As for the total charge: +1. The calculation puts the electronic energy at -6003.55537 Ha. The calculation puts the gap between HOMO and LUMO at 7.000 eV. For the energy above the lowest of the compared OMol25 structures with the same formula, charge and spin, the calculation gives 130.67 kJ/mol.



Number 1: HOMO -15.883 eV. Number 2: HOMO -10.009 eV.